# 1
Formula: C56H70ClIO5
Source: the Open Molecules 2025 dataset
Level of theory: ωB97M-V/def2-TZVPD

CARTESIAN COORDINATES (ANGSTROEM)
C (10.01205, -1.19541, 1.66595)
C (10.21541, -0.91414, 0.16757)
C (9.63091, -2.04737, -0.71756)
C (8.25745, -1.72750, -1.35450)
C (7.25784, -0.99865, -0.42805)
C (5.83167, -1.10641, -1.04137)
C (5.44483, 0.13217, -1.90434)
C (4.97118, -0.30058, -3.31426)
C (3.67675, 0.40546, -3.73171)
C (2.41769, -0.21540, -3.08493)
C (1.19670, 0.61553, -3.55796)
C (-0.12368, 0.00162, -3.15715)
C (-1.15210, 0.73845, -2.74614)
C (-1.13696, 2.25748, -2.62844)
O (-2.15429, 2.76896, -1.78441)
C (-1.74192, 2.83294, -0.42965)
C (-2.93254, 2.76502, 0.54836)
C (-2.43500, 0.03780, -2.34573)
O (-3.53633, 0.47224, -2.62081)
C (-2.22171, -1.27812, -1.61948)
C (-3.02978, -1.67719, -0.58826)
C (-4.18450, -0.83378, -0.10865)
C (-4.19248, -0.76009, 1.42424)
O (-3.26983, -0.34644, 2.06254)
I (-5.99188, -1.40267, 2.43512)
C (-2.72393, -2.87783, 0.01662)
C (-1.69097, -3.64550, -0.41252)
C (-1.38393, -4.96681, 0.29663)
Cl (-2.80061, -5.66211, 1.12628)
C (-0.23063, -4.69686, 1.30208)
C (-0.66157, -3.83937, 2.50281)
C (-0.87171, -3.25479, -1.46258)
O (0.14633, -4.05778, -1.88774)
C (1.47600, -3.51889, -1.71077)
C (2.36153, -4.62646, -1.09573)
C (2.96843, -5.54288, -2.16569)
C (-1.14875, -2.04053, -2.04790)
C (-0.29846, -1.49658, -3.17922)
O (0.18318, -2.20202, -4.04433)
H (10.11794, -0.27909, 2.25562)
H (10.74475, -1.92023, 2.02906)
H (9.00909, -1.57835, 1.86873)
H (9.74129, 0.03040, -0.10649)
H (11.28869, -0.87224, -0.03477)
H (9.58485, -2.96618, -0.12063)
H (10.31833, -2.26455, -1.54331)
H (8.43010, -1.05988, -2.20954)
H (7.85971, -2.66837, -1.74683)
H (7.58810, 0.04268, -0.38809)
H (7.27787, -1.39718, 0.58899)
H (5.08606, -1.29599, -0.26141)
H (5.84650, -2.01263, -1.65170)
H (4.65439, 0.68458, -1.38464)
H (6.30885, 0.79959, -1.94222)
H (5.76051, -0.00302, -4.01597)
H (4.85106, -1.38110, -3.42062)
H (3.50113, 0.41357, -4.81330)
H (3.71257, 1.45295, -3.40479)
H (2.31416, -1.26711, -3.35138)
H (2.52055, -0.07918, -2.00064)
H (1.27784, 0.73693, -4.64434)
H (1.33160, 1.60681, -3.12277)
H (-1.28749, 2.71350, -3.61169)
H (-0.18694, 2.60751, -2.20703)
H (-1.03811, 2.04392, -0.13904)
H (-1.30232, 3.82847, -0.28065)
H (-2.96386, 3.66355, 1.17149)
H (-2.83235, 1.92914, 1.24069)
H (-3.89299, 2.71367, 0.02793)
H (-5.10708, -1.27884, -0.49130)
H (-4.15234, 0.19924, -0.45739)
H (-3.35774, -3.18425, 0.84137)
H (-1.00927, -5.63631, -0.47848)
H (0.18907, -5.65452, 1.62140)
H (0.50596, -4.10794, 0.75794)
H (0.25735, -3.46392, 2.96495)
H (-1.21914, -2.95383, 2.18716)
H (-1.24012, -4.38973, 3.24551)
H (1.45704, -2.60603, -1.10941)
H (1.89519, -3.31909, -2.70059)
H (1.68395, -5.24975, -0.50981)
H (3.10538, -4.21080, -0.41038)
H (3.71919, -6.20692, -1.72777)
H (3.41509, -4.99586, -2.99944)
H (2.18599, -6.20489, -2.54852)
C (0.53572, 7.36240, 1.16750)
C (-0.08655, 6.56279, 0.21892)
C (0.62354, 6.12142, -0.89024)
C (1.95397, 6.48356, -1.05192)
C (2.57311, 7.29051, -0.10738)
C (1.86476, 7.72876, 1.00288)
H (-0.01609, 7.70092, 2.03544)
H (-1.12550, 6.28256, 0.34446)
H (0.13922, 5.49444, -1.62948)
H (2.50829, 6.13763, -1.91545)
H (3.60906, 7.57766, -0.23630)
H (2.34833, 8.35637, 1.74073)
C (-0.84372, -8.60077, 5.35842)
C (-1.13522, -7.74930, 4.30120)
C (-2.41136, -7.72817, 3.75490)
C (-3.39612, -8.56379, 4.26573)
C (-3.10310, -9.42155, 5.31732)
C (-1.82740, -9.43912, 5.86469)
H (0.15042, -8.61169, 5.78766)
H (-0.36529, -7.09915, 3.90193)
H (-2.63496, -7.05862, 2.93046)
H (-4.39279, -8.54691, 3.84257)
H (-3.86981, -10.07683, 5.71153)
H (-1.59944, -10.10651, 6.68623)
C (-4.89988, 9.17537, 2.77290)
C (-5.52062, 8.37385, 1.82456)
C (-4.81110, 7.93300, 0.71583)
C (-3.48119, 8.29718, 0.55358)
C (-2.86276, 9.10557, 1.49764)
C (-3.57143, 9.54365, 2.60808)
H (-5.45178, 9.51388, 3.64066)
H (-6.55837, 8.09174, 1.94987)
H (-5.29453, 7.30524, -0.02215)
H (-2.92685, 7.95133, -0.31006)
H (-1.82698, 9.39409, 1.36806)
H (-3.08858, 10.17247, 3.34556)
C (-8.29976, 2.25195, 1.54242)
C (-7.38297, 1.83916, 0.58602)
C (-7.68755, 1.94840, -0.76379)
C (-8.91337, 2.46774, -1.15758)
C (-9.83434, 2.87291, -0.20128)
C (-9.52723, 2.76647, 1.14867)
H (-8.05779, 2.17161, 2.59491)
H (-6.42860, 1.43168, 0.89365)
H (-6.96954, 1.62889, -1.50956)
H (-9.15099, 2.55563, -2.21014)
H (-10.79262, 3.27284, -0.50814)
H (-10.24496, 3.08452, 1.89432)

Atoms 1-6, force components in eV/Å:
C -0.05 0.40 -0.09
C -0.16 -0.82 -0.02
C 0.00 0.32 -0.15
C 0.63 0.20 0.56
C -0.25 -0.60 -0.60
C 0.55 0.42 0.38

HOMO energy   -9.2748 eV
Charge   0
Structure (SMILES)   CCCCCCCCCCCC1=C(COCC)C(=O)c2c(CC(=O)I)cc([C@H](Cl)CC)c(OCCC)c2C1=O.c1ccccc1.c1ccccc1.c1ccccc1.c1ccccc1

***

# 2
Formula: C44H81BN4O19PSi
Source: the Open Molecules 2025 dataset
Level of theory: ωB97M-V/def2-TZVPD

CARTESIAN COORDINATES (ANGSTROEM)
C (0.01724, -4.84092, -4.70934)
N (-0.74654, -3.64534, -5.09871)
C (0.12327, -2.46568, -5.24086)
B (-1.95516, -3.39935, -4.23391)
O (-3.25054, -3.66346, -4.85393)
P (-1.89691, -2.77781, -2.38128)
C (-3.23935, -1.42791, -2.52516)
C (-2.68496, 0.05493, -2.37740)
C (-1.92104, 0.55797, -3.66843)
C (-1.42726, 2.07221, -3.55033)
N (0.01947, 2.18658, -3.19603)
C (0.28470, 1.58747, -1.90227)
N (0.77333, 0.40013, -1.75142)
N (-0.03397, 2.33152, -0.70393)
O (-3.08893, -4.00163, -1.94055)
C (-3.27899, -4.06966, -0.52915)
C (-1.92311, -3.53172, 0.16887)
Si (-0.57465, -4.86790, 0.56772)
C (-0.55978, -5.31453, 2.42057)
C (1.14077, -4.27130, -0.08746)
C (-1.02264, -6.37352, -0.56244)
O (-1.52970, -2.45628, -0.68773)
H (-0.60441, -5.76894, -4.63848)
H (0.54565, -4.71144, -3.71551)
H (0.84975, -4.96210, -5.46523)
H (0.86683, -2.71153, -6.05674)
H (0.67666, -2.23507, -4.28297)
H (-0.49641, -1.58447, -5.54473)
H (-3.40345, -4.60555, -4.67276)
H (-0.87643, -1.78495, -2.70362)
H (-0.76270, -3.68601, -2.28927)
H (-3.80698, -1.46241, -3.49307)
H (-4.00292, -1.55380, -1.70116)
H (-2.09905, 0.19881, -1.43629)
H (-3.60400, 0.71653, -2.31097)
H (-1.02671, -0.07264, -3.88451)
H (-2.64179, 0.50794, -4.53232)
H (-2.01707, 2.56021, -2.73487)
H (-1.68094, 2.55780, -4.53426)
H (0.59029, 1.77018, -3.92865)
H (0.92662, -0.01770, -2.67825)
H (0.70258, 2.25474, 0.00108)
H (-0.88192, 1.99118, -0.25221)
H (-4.09068, -3.40181, -0.13136)
H (-3.51882, -5.08042, -0.10717)
H (-2.30631, -3.15782, 1.16536)
H (0.33561, -5.93329, 2.68637)
H (-0.61522, -4.36229, 3.02173)
H (-1.52030, -5.86681, 2.64250)
H (1.62235, -5.19364, -0.52673)
H (0.94487, -3.57943, -0.95072)
H (1.77753, -3.80747, 0.70933)
H (-0.24340, -7.17799, -0.50989)
H (-2.03931, -6.78363, -0.34992)
H (-0.98982, -5.95712, -1.61033)
O (3.61433, -3.98934, 2.09165)
C (3.69856, -2.84452, 2.44427)
O (2.71176, -1.93283, 2.26481)
C (3.16583, -0.64133, 2.69273)
C (4.30174, -0.91769, 3.65619)
C (4.89666, -2.19745, 3.09380)
H (3.49244, -0.07884, 1.81413)
H (2.34416, -0.10538, 3.16733)
H (5.01162, -0.09797, 3.73035)
H (3.90112, -1.10774, 4.65715)
H (5.64831, -1.99757, 2.32890)
H (5.30617, -2.83360, 3.87428)
O (2.41332, 3.76770, 0.90096)
C (2.11047, 4.87625, 0.54390)
O (1.87894, 5.90947, 1.39131)
C (1.43697, 7.05824, 0.64370)
C (1.93768, 6.82433, -0.76590)
C (1.89227, 5.31080, -0.88012)
H (0.34583, 7.10833, 0.69454)
H (1.84935, 7.95865, 1.08133)
H (1.34939, 7.33966, -1.52257)
H (2.97108, 7.16733, -0.85325)
H (0.91434, 4.95403, -1.21335)
H (2.68043, 4.93137, -1.52880)
O (7.10571, -1.03883, 4.27941)
C (7.48214, -0.86534, 5.40347)
O (7.26858, 0.28095, 6.09998)
C (7.93742, 0.20555, 7.36619)
C (8.11979, -1.27411, 7.63287)
C (8.28408, -1.83643, 6.23199)
H (8.89128, 0.73486, 7.28787)
H (7.32816, 0.68912, 8.12948)
H (8.95675, -1.49207, 8.29672)
H (7.21402, -1.68298, 8.08838)
H (9.32406, -1.81016, 5.90041)
H (7.88212, -2.84435, 6.14988)
O (-3.62322, -6.22890, 2.75563)
C (-3.68754, -6.84616, 3.78084)
O (-2.70938, -7.68380, 4.21733)
C (-3.14357, -8.34406, 5.41232)
C (-4.22736, -7.45727, 5.99053)
C (-4.84907, -6.85563, 4.74222)
H (-3.51761, -9.33715, 5.14447)
H (-2.29883, -8.45775, 6.09244)
H (-4.93100, -7.99500, 6.61639)
H (-3.77664, -6.66619, 6.59414)
H (-5.64083, -7.48789, 4.33441)
H (-5.21788, -5.84929, 4.91940)
O (1.09888, 9.76214, 0.18672)
C (1.62839, 10.19698, -0.80036)
O (2.70437, 9.62148, -1.38359)
C (3.15699, 10.43223, -2.47383)
C (1.96016, 11.26838, -2.86871)
C (1.24369, 11.45273, -1.54165)
H (3.99697, 11.04418, -2.13083)
H (3.49568, 9.79119, -3.28692)
H (2.23185, 12.20373, -3.35916)
H (1.32283, 10.70223, -3.55266)
H (1.61485, 12.31943, -0.99030)
H (0.16480, 11.51485, -1.66985)
O (1.88821, 7.73513, -3.90201)
C (2.46957, 6.85739, -4.48191)
O (3.60865, 7.05628, -5.19398)
C (3.98069, 5.83386, -5.84955)
C (3.30565, 4.73472, -5.05676)
C (2.03981, 5.41736, -4.57200)
H (3.63050, 5.87460, -6.88457)
H (5.06643, 5.73518, -5.84832)
H (3.12374, 3.83267, -5.64077)
H (3.92624, 4.46041, -4.19892)
H (1.22812, 5.33484, -5.29878)
H (1.72368, 5.03979, -3.60125)
O (-0.19529, 5.08901, -7.24319)
C (-1.37574, 4.87494, -7.24160)
O (-1.99778, 4.08892, -6.32784)
C (-3.38469, 3.95648, -6.67637)
C (-3.69249, 5.15159, -7.55235)
C (-2.36829, 5.38430, -8.25553)
H (-3.52139, 3.00841, -7.20334)
H (-3.98852, 3.94608, -5.76950)
H (-4.52910, 4.98382, -8.23084)
H (-3.93361, 6.01655, -6.92863)
H (-2.27965, 4.79021, -9.16747)
H (-2.20223, 6.43853, -8.46837)
O (-6.75335, -5.40169, 6.82486)
C (-6.80948, -6.02523, 7.84501)
O (-5.82622, -6.86378, 8.27215)
C (-6.25676, -7.53235, 9.46729)
C (-7.33991, -6.65029, 10.05208)
C (-7.96680, -6.04275, 8.81076)
H (-6.62953, -8.52429, 9.19578)
H (-5.41100, -7.64684, 10.14505)
H (-8.04500, -7.19410, 10.68114)
H (-6.88770, -5.86106, 10.65843)
H (-8.75891, -6.67393, 8.40270)
H (-8.33665, -5.03620, 8.99441)

Atoms 1-6, force components in eV/Å:
C 1.12 0.29 0.10
N -0.25 -0.09 0.47
C 0.30 -0.49 0.02
B -1.27 0.39 -0.80
O 1.52 -0.62 0.51
P 0.91 0.68 -0.87

HOMO energy   -3.0407 eV
Charge   -1

***

# 3
Formula: C3H9N2O2
Source: the Open Molecules 2025 dataset
Level of theory: ωB97M-V/def2-TZVPD

CARTESIAN COORDINATES (ANGSTROEM)
C (0.05175, 0.65038, -1.69830)
C (-1.18925, -0.04928, -1.16514)
C (0.68102, -0.38445, 0.24583)
N (1.13576, 0.40611, -0.72247)
N (-0.63819, -0.51720, 0.05116)
O (1.50207, -0.99768, 0.98194)
O (-0.01746, 0.01564, 2.33312)
H (0.33152, 0.27256, -2.72447)
H (-0.21818, 1.66256, -1.90742)
H (-2.13634, 0.67239, -0.88051)
H (-1.53125, -0.97554, -1.71665)
H (2.04253, 0.67253, -1.02689)
H (-1.05124, -1.03244, 0.82101)
H (-0.65606, 0.73878, 2.43122)
H (1.18517, -1.44821, 1.75804)
H (0.50815, 0.31384, 3.21953)

Atoms 1-6, force components in eV/Å:
C 0.02 -0.29 -2.47
C -2.60 0.21 0.55
C -0.85 1.19 -3.66
N -1.52 0.68 -1.02
N 1.20 -2.27 3.75
O 2.32 -0.94 -0.12

HOMO energy   -13.8773 eV
ΔE to the lowest compared entry with this formula, charge and spin   53.9 kcal/mol
Charge   +1

***

# 4
Formula: C2H8O2
Source: the Open Molecules 2025 dataset
Level of theory: ωB97M-V/def2-TZVPD

CARTESIAN COORDINATES (ANGSTROEM)
C (-1.38279, 1.60646, -0.46678)
C (-1.61610, 1.56944, 0.83383)
H (-0.49804, 2.11789, -0.79375)
H (-1.95986, 1.11542, -1.22593)
H (-0.79437, 1.94231, 1.44000)
H (-2.51450, 1.20375, 1.30775)
O (1.32566, -3.21833, -1.22202)
H (1.75805, -4.04023, -0.96143)
H (2.08277, -2.63806, -1.36439)
O (1.51798, 0.03913, 1.03554)
H (0.65803, 0.35603, 1.33423)
H (1.42317, -0.05380, 0.08296)

Atoms 1-6, force components in eV/Å:
C 0.09 -0.22 0.11
C 0.48 0.17 -0.05
H 0.44 -0.06 -0.28
H -0.58 0.15 -0.16
H -0.53 0.32 0.42
H 0.08 -0.30 -0.01

HOMO energy   -10.4662 eV
ΔE to the lowest compared entry with this formula, charge and spin   19.6 kcal/mol
Charge   0
Structure (SMILES)   C=C.O.O